19
Properties=species:S:1:pos:R:3 method="wB97M-V/def2-TZVPD" de_lowest_kcal_mol=0.0 smiles="Nc1cc(N)cc(C(=O)O)c1" spin_multiplicity=1 gap_ev=8.69
O 0.7650 3.1469 -1.0807
O 2.5272 1.7597 -1.4108
N 1.2231 -2.6785 0.5137
N -2.8092 -0.0380 0.8262
C -1.4802 -0.1646 0.4549
C -0.8547 0.9628 -0.1669
C 0.5430 -1.4509 0.2226
C 1.3751 1.9368 -1.1132
C -0.7410 -1.2996 0.7426
C 0.5036 0.8361 -0.5313
C 1.2095 -0.4083 -0.4046
H 2.2580 -0.4292 -0.6223
H -1.2686 -2.1024 1.3350
H -1.4181 1.9004 -0.4209
H -3.0461 -0.4710 1.7294
H 1.4161 3.8714 -1.3535
H -3.1659 0.9322 0.8181
H 0.7461 -3.5549 0.2948
H 2.2171 -2.7489 0.1671